1) {"formula": "C2H8N4S", "method": "the ωB97M-V functional and the def2-TZVPD basis", "elements": ["C", "N", "C", "N", "S", "N", "N", "H", "H", "H", "H", "H", "H", "H", "H"], "xyz": [[-0.34, -0.94, 1.47], [0.19, -0.10, 0.53], [-0.11, -0.08, -0.76], [-0.43, -1.00, -1.70], [-0.23, -2.63, -1.10], [-0.11, 1.24, -1.29], [0.49, 2.37, -0.76], [-0.15, -2.02, 1.33], [0.26, -0.72, 2.55], [-1.52, -0.76, 1.76], [0.38, 0.73, 0.94], [0.77, -2.35, -0.32], [-0.43, 1.28, -2.20], [-0.15, 2.86, -0.14], [1.39, 2.12, -0.31]], "mulliken_charge": [-0.883, -0.255, 0.692, -0.600, -0.184, 0.056, -0.766, 0.293, 0.284, 0.234, 0.287, 0.107, 0.229, 0.241, 0.267], "multiplicity": 1, "smiles": "CN/C(=N\\S)NN", "homo_ha": -0.2804, "e_lumo_ev": 0.6, "orbital_gap_ev": 8.19}

=====

2) {"formula": "C2H8N4S", "method": "the ωB97M-V functional and the def2-TZVPD basis", "elements": ["C", "N", "C", "N", "S", "N", "N", "H", "H", "H", "H", "H", "H", "H", "H"], "xyz": [[-2.28, 0.13, -0.30], [-1.24, -0.66, 0.37], [0.05, -0.15, 0.15], [0.19, 1.06, -0.36], [1.72, 1.58, -0.62], [1.02, -0.99, 0.45], [2.43, -0.85, 0.64], [-2.63, 1.15, 0.24], [-2.00, 0.43, -1.35], [-3.26, -0.57, -0.57], [-1.29, -1.61, -0.18], [1.40, 2.81, -0.90], [0.57, -1.82, 1.03], [2.60, -0.23, 1.69], [2.74, -0.29, -0.29]], "mulliken_charge": [-0.792, -0.458, 0.692, -0.463, -0.272, -0.178, -0.704, 0.241, 0.323, 0.275, 0.330, 0.102, 0.286, 0.282, 0.335], "multiplicity": 1, "smiles": "CN/C(=N/S)NN", "homo_ha": -0.2792, "e_lumo_ev": 0.7, "orbital_gap_ev": 8.34}

=====

3) {"formula": "C2H8N4S", "method": "the ωB97M-V functional and the def2-TZVPD basis", "elements": ["H", "N", "C", "N", "S", "N", "N", "C", "H", "H", "H", "H", "H", "H", "H"], "xyz": [[-1.62, -0.28, -0.37], [-1.01, 0.04, -1.18], [0.11, 0.49, -0.72], [1.09, 0.83, -1.68], [0.77, 0.40, -3.36], [0.62, 0.61, 0.56], [-0.11, 0.23, 1.73], [-0.29, -1.22, 1.82], [1.44, 1.83, -1.54], [-0.55, 0.58, -3.26], [1.59, 0.61, 0.67], [-1.03, 0.69, 1.76], [-0.70, -1.65, 0.94], [0.69, -1.74, 2.00], [-1.00, -1.43, 2.63]], "mulliken_charge": [0.211, -0.701, 0.636, -0.430, -0.160, -0.036, -0.636, -0.823, 0.289, 0.155, 0.297, 0.276, 0.328, 0.253, 0.340], "multiplicity": 1, "smiles": "[H]/N=C(/NS)NNC", "homo_ha": -0.3242, "e_lumo_ev": 0.8, "orbital_gap_ev": 9.64}

=====

Verdict on stability: 3) comes out on top.

=====

1) {"formula": "C4H5N3O", "method": "the ωB97M-V functional and the def2-TZVPD basis", "elements": ["C", "C", "C", "C", "N", "N", "N", "O", "H", "H", "H", "H", "H"], "xyz": [[-1.68, 0.37, 0.10], [-3.02, 0.20, -0.28], [-0.21, 0.25, -0.18], [1.62, -1.18, 0.39], [-0.91, 0.57, 1.10], [-4.08, -0.15, -0.57], [0.66, 1.27, -0.61], [0.34, -0.99, -0.26], [1.35, -1.58, 1.45], [2.25, -0.25, 0.44], [2.06, -2.05, -0.14], [0.48, 1.75, -1.53], [1.14, 1.77, 0.07]], "mulliken_charge": [-0.260, 0.415, 0.936, -0.569, -0.521, -0.489, -0.452, -0.259, 0.255, 0.292, 0.215, 0.219, 0.218], "multiplicity": 3, "homo_ha": [-0.2489, -0.3750], "e_lumo_ev": [0.6, -3.5], "s_squared": 2.018, "orbital_gap_ev": [7.41, 6.66]}

=====

2) {"formula": "C4H5N3O", "method": "the ωB97M-V functional and the def2-TZVPD basis", "elements": ["C", "C", "C", "C", "N", "N", "N", "O", "H", "H", "H", "H", "H"], "xyz": [[0.04, -2.04, 0.77], [0.04, -0.71, 0.18], [1.61, -0.38, 0.17], [-1.10, 1.31, -0.51], [1.19, -2.54, 0.92], [-1.06, -0.08, -0.03], [2.17, -1.63, 0.56], [2.14, 0.52, -0.32], [-0.77, -2.70, 0.93], [-0.68, 1.89, 0.38], [-2.20, 1.61, -0.57], [-0.44, 1.65, -1.36], [3.08, -1.85, 0.59]], "mulliken_charge": [-0.326, 0.617, 0.302, -0.707, -0.587, -0.582, 0.260, -0.455, 0.494, 0.272, 0.288, 0.251, 0.173], "multiplicity": 3, "homo_ha": [-0.2508, -0.3310], "e_lumo_ev": [0.9, -3.3], "s_squared": 2.017, "orbital_gap_ev": [7.75, 5.67]}

=====

Verdict on stability: 2) comes out on top.

=====

1) {"formula": "C2H9NO4", "method": "the ωB97M-V functional and the def2-TZVPD basis", "elements": ["C", "N", "C", "O", "O", "H", "H", "H", "H", "H", "O", "H", "H", "O", "H", "H"], "xyz": [[0.91, -2.00, -0.04], [-0.26, -1.11, -0.06], [-0.67, -0.32, 0.96], [-1.17, 0.79, 0.94], [-0.29, -0.87, 2.19], [1.31, -2.04, -1.04], [1.59, -1.59, 0.70], [0.61, -2.98, 0.32], [-0.71, -0.75, -0.90], [0.67, -0.82, 2.21], [-1.38, 1.46, -2.18], [-0.52, 1.59, -1.71], [-1.84, 1.88, -1.43], [0.57, 2.25, -0.39], [1.26, 2.63, 0.16], [-0.08, 1.88, 0.27]], "mulliken_charge": [-0.801, -0.052, 0.467, -0.628, -0.489, 0.331, 0.261, 0.284, 0.331, 0.322, -0.662, 0.398, 0.320, -0.718, 0.296, 0.339], "multiplicity": 1, "smiles": "CNC(=O)O.O.O", "homo_ha": -0.3841, "e_lumo_ev": 0.3, "orbital_gap_ev": 10.75}

=====

2) {"formula": "C2H9NO4", "method": "the ωB97M-V functional and the def2-TZVPD basis", "elements": ["N", "C", "C", "O", "O", "H", "H", "H", "H", "H", "O", "H", "H", "O", "H", "H"], "xyz": [[0.41, 2.02, 1.18], [-0.13, 0.77, 1.62], [-0.03, -0.30, 0.55], [0.25, -0.09, -0.61], [-0.21, -1.52, 1.05], [-0.17, 2.49, 0.50], [0.79, 2.64, 1.88], [-1.20, 0.81, 1.85], [0.37, 0.40, 2.52], [-0.35, -2.13, 0.29], [-0.30, 2.36, -1.83], [-0.10, 1.51, -1.39], [-0.85, 2.19, -2.59], [-0.06, -3.09, -1.23], [-0.14, -2.37, -1.86], [0.84, -3.44, -1.35]], "mulliken_charge": [-0.466, -0.375, 0.526, -0.683, -0.450, 0.174, 0.198, 0.223, 0.374, 0.414, -0.656, 0.443, 0.295, -0.694, 0.344, 0.334], "multiplicity": 1, "smiles": "NCC(=O)O.O.O", "homo_ha": -0.3399, "e_lumo_ev": 0.5, "orbital_gap_ev": 9.76}

=====

Verdict on stability: 2) comes out on top.